# C30H78N6O9

A cluster of 6 separate species, C30H78N6O9 in total (ωB97M-V with the def2-TZVPD basis set, the OMol25 dataset).

Geometry (Å):
C (-3.604, 8.202, -0.038)
O (-3.773, 7.049, 0.748)
C (-2.567, 6.507, 1.258)
C (-2.902, 5.197, 1.946)
C (-1.655, 4.588, 2.617)
N (-3.553, 4.247, 1.051)
H (-3.834, 7.987, -1.091)
H (-2.585, 8.601, -0.033)
H (-4.291, 8.985, 0.288)
H (-1.909, 6.277, 0.405)
H (-2.094, 7.183, 1.973)
H (-3.568, 5.506, 2.778)
H (-0.931, 4.518, 1.798)
H (-1.911, 3.603, 2.992)
H (-1.257, 5.281, 3.354)
H (-4.041, 3.561, 1.614)
H (-4.260, 4.743, 0.517)
C (-0.609, -5.296, 2.001)
O (0.210, -6.421, 1.831)
C (0.855, -6.429, 0.547)
C (1.271, -7.834, 0.272)
C (2.399, -8.257, 1.228)
N (1.702, -7.913, -1.146)
H (-1.433, -5.332, 1.274)
H (-0.046, -4.364, 1.876)
H (-1.060, -5.312, 2.991)
H (0.140, -6.053, -0.188)
H (1.743, -5.793, 0.660)
H (0.437, -8.516, 0.442)
H (3.048, -7.381, 1.376)
H (2.960, -9.108, 0.856)
H (2.040, -8.406, 2.249)
H (2.343, -8.700, -1.228)
H (2.323, -7.127, -1.336)
C (-1.221, 0.451, -2.334)
O (-0.550, 0.069, -1.162)
C (-0.577, 1.048, -0.142)
C (0.227, 0.639, 1.052)
C (-0.225, -0.709, 1.620)
N (0.231, 1.764, 2.003)
H (-0.731, -0.033, -3.178)
H (-1.228, 1.537, -2.474)
H (-2.271, 0.135, -2.284)
H (-0.318, 2.054, -0.500)
H (-1.626, 1.154, 0.196)
H (1.274, 0.413, 0.795)
H (-1.291, -0.699, 1.879)
H (0.339, -1.006, 2.505)
H (-0.063, -1.458, 0.841)
H (0.829, 1.510, 2.785)
H (-0.720, 1.815, 2.366)
C (2.383, 0.400, -2.219)
O (2.276, -0.450, -3.322)
C (2.670, 0.167, -4.528)
C (2.538, -0.811, -5.669)
N (2.248, -0.139, -6.940)
C (0.887, 0.374, -7.004)
C (0.677, 1.132, -8.306)
O (0.670, 0.176, -9.340)
C (0.893, 0.743, -10.611)
H (1.484, 1.002, -2.045)
H (3.224, 1.109, -2.252)
H (2.517, -0.214, -1.331)
H (3.688, 0.583, -4.475)
H (2.068, 1.083, -4.663)
H (1.792, -1.585, -5.440)
H (3.500, -1.320, -5.768)
H (2.310, -0.851, -7.661)
H (0.673, 0.995, -6.134)
H (0.101, -0.405, -6.984)
H (1.546, 1.797, -8.415)
H (-0.233, 1.741, -8.295)
H (1.046, -0.089, -11.301)
H (1.852, 1.278, -10.628)
H (0.071, 1.388, -10.922)
C (3.139, 3.274, 1.641)
O (3.113, 3.018, 3.043)
C (4.127, 2.199, 3.576)
C (4.030, 0.755, 3.118)
N (5.035, 0.418, 2.082)
C (4.572, -0.686, 1.222)
C (4.379, -1.981, 1.971)
O (3.019, -2.012, 2.390)
C (2.692, -3.064, 3.251)
H (2.435, 2.618, 1.132)
H (4.141, 3.121, 1.218)
H (2.918, 4.333, 1.523)
H (4.039, 2.238, 4.660)
H (5.134, 2.568, 3.327)
H (3.011, 0.530, 2.769)
H (4.210, 0.047, 3.933)
H (5.092, 1.214, 1.455)
H (5.311, -0.796, 0.420)
H (3.661, -0.398, 0.685)
H (5.020, -1.969, 2.861)
H (4.590, -2.874, 1.378)
H (1.885, -3.662, 2.812)
H (2.386, -2.683, 4.227)
H (3.503, -3.793, 3.369)
C (-5.634, -1.785, -1.279)
O (-5.326, -0.509, -0.812)
C (-4.482, -0.514, 0.320)
C (-5.208, -0.867, 1.604)
N (-4.273, -0.740, 2.754)
C (-3.783, 0.601, 3.054)
C (-2.993, 0.511, 4.330)
O (-2.457, 1.769, 4.685)
C (-1.463, 1.703, 5.688)
H (-4.795, -2.481, -1.146)
H (-5.891, -1.775, -2.338)
H (-6.500, -2.223, -0.760)
H (-4.094, 0.497, 0.433)
H (-3.656, -1.217, 0.163)
H (-5.462, -1.927, 1.618)
H (-6.057, -0.201, 1.798)
H (-4.722, -1.137, 3.568)
H (-4.615, 1.314, 3.205)
H (-3.144, 0.948, 2.242)
H (-2.174, -0.210, 4.191)
H (-3.638, 0.090, 5.118)
H (-0.837, 2.587, 5.568)
H (-0.878, 0.781, 5.652)
H (-1.908, 1.795, 6.688)

Structure (SMILES): COC[C@H](C)N.COC[C@H](C)N.COC[C@H](C)N.COCCNCCOC.COCCNCCOC.COCCNCCOC
Molecular weight in g/mol: 666.987
E_HOMO in eV: -9.01